Entry i
Below is a 2-piece molecular cluster, C2H2O2S2 overall, with properties calculated with the ωB97M-V functional and the def2-TZVPD basis.

Element x y z (Å)
C (0.9234, -0.2785, -1.1496)
C (-2.7507, 0.1222, -0.4025)
O (0.3720, 0.5340, 1.7338)
O (-2.2495, -0.2756, -1.3498)
S (-3.4326, 0.5318, 0.9205)
S (1.2378, 0.5529, 0.1272)
H (-0.0070, -0.9729, -1.3268)
H (0.8668, 1.2033, 2.2801)

For the HOMO energy, the calculation gives -9.89 eV. The lowest unoccupied orbital energy is -0.037 eV. The value obtained for the HOMO-LUMO gap is 9.852 eV. As for the multiplicity: 1.

Atomic partial charges in e from the Mulliken method, atoms 1 to 4:
1 C -0.187
2 C 0.635
3 O -0.536
4 O -0.345

***

Entry ii
Below is one molecule with the formula C2H2O2S2, with properties calculated with the ωB97M-V functional and the def2-TZVPD basis.

Element x y z (Å)
C (-0.8719, 0.2679, -3.7176)
C (-0.6214, 0.3065, -0.0175)
O (-3.4409, 0.3784, -4.8629)
O (-3.0908, -0.0214, -2.3685)
S (-0.7874, -0.3163, -1.5395)
S (-2.5371, 0.1953, -3.7249)
H (-0.7117, -0.5431, 0.6921)
H (-0.3367, 1.2288, 0.4377)

For the HOMO energy, the calculation gives -9.59 eV. The lowest unoccupied orbital energy is -1.594 eV. The value obtained for the HOMO-LUMO gap is 8.001 eV. As for the multiplicity: 1.

Atomic partial charges in e from the Mulliken method, atoms 1 to 4:
1 C -0.252
2 C -0.301
3 O -0.497
4 O -0.498

***

Last place for stability: entry ii

***

Entry i
Below is a 2-piece molecular cluster, CH8NS2 overall, with properties calculated with the ωB97M-V functional and the def2-TZVPD basis.

Element x y z (Å)
C (0.2423, 1.6030, -0.5848)
N (-0.8527, 0.5904, -0.7772)
H (-0.1871, 2.6175, -0.8043)
H (0.5582, 1.5580, 0.4600)
H (1.0772, 1.3559, -1.2651)
H (-1.1518, 0.5549, -1.7406)
H (-1.6742, 0.7931, -0.2266)
H (-0.5659, -0.3416, -0.5023)
S (0.3693, -1.4121, 2.1771)
S (0.0904, -2.4566, 0.3980)
H (0.7488, -2.4378, 2.9421)
H (1.3455, -2.4247, -0.0763)

For the HOMO energy, the calculation gives -13.53 eV. The lowest unoccupied orbital energy is -3.611 eV. The value obtained for the HOMO-LUMO gap is 9.922 eV. As for the multiplicity: 1. As for the charge: +1.

Atomic partial charges in e from the Mulliken method, atoms 1 to 4:
1 C -0.684
2 N -0.109
3 H 0.329
4 H 0.314

***

Entry ii
Below is a 2-piece molecular cluster, CH8NS2 overall, with properties calculated with the ωB97M-V functional and the def2-TZVPD basis.

Element x y z (Å)
C (1.6633, -0.2568, 0.5592)
N (0.7931, -0.9794, -0.4464)
H (1.6989, 0.7886, 0.2820)
H (1.1939, -0.3749, 1.5296)
H (2.6429, -0.7236, 0.5546)
H (1.2418, -1.0303, -1.3580)
H (-0.0907, -0.4778, -0.5627)
H (0.6076, -1.9280, -0.1339)
S (-2.2433, 0.3924, -0.8027)
S (-2.0852, 1.4189, 0.9690)
H (-3.5572, 0.5322, -1.0299)
H (-1.8650, 2.6386, 0.4393)

For the HOMO energy, the calculation gives -13.51 eV. The lowest unoccupied orbital energy is -3.691 eV. The value obtained for the HOMO-LUMO gap is 9.821 eV. As for the multiplicity: 1. As for the charge: +1.

Atomic partial charges in e from the Mulliken method, atoms 1 to 4:
1 C -0.737
2 N -0.107
3 H 0.328
4 H 0.346

***

Last place for stability: entry ii